Computed, not measured: a molecular structure, C19H47O20S5V in a non-equilibrium geometry, with ωB97M-V/def2-TZVPD.

Output
Relative energy (zero: lowest compared OMol25 entry of this formula, charge and spin) (kcal/mol): 261.30
HOMO-LUMO gap (alpha / beta) (eV): 4.098 / 4.167
Largest force on an atom (eV/Å): 8.73

ORCA input file:
```
! wB97M-V def2-TZVPD RIJCOSX def2/J DEFGRID3
* xyz -1 2
O 0.32555 -1.38407 0.79223
V 0.76384 -2.09501 -0.63839
C -2.99789 -1.29627 -0.17241
C -2.67709 -2.60037 -0.93876
C -2.73914 -2.36411 -2.45570
O -1.38335 -3.16870 -0.65256
H -2.65195 -1.40089 0.85593
H -4.00107 -0.94112 -0.40824
H -2.33775 -0.51074 -0.54018
H -3.35368 -3.41697 -0.68681
H -3.70507 -1.93014 -2.71410
H -2.52724 -3.20808 -3.11214
H -2.07031 -1.54216 -2.71096
C 1.90377 -4.58174 -0.29673
O 1.27791 -5.32300 0.41737
O 2.23623 -3.45385 0.12427
O 1.27046 -4.39240 -1.37079
O -1.52917 2.28913 2.93852
S -0.17672 2.45395 2.44172
O 0.34999 1.46894 1.51083
O -0.00607 3.99238 1.80279
C -0.47006 5.11213 2.54268
C -1.21632 6.08453 1.74205
C 0.91031 2.77973 3.97798
H 0.42917 5.57299 2.95143
H -1.11165 4.92965 3.40476
H -0.63595 6.43030 0.88665
H -1.28699 7.05862 2.22604
H -2.20200 5.70624 1.47104
H 1.92035 3.07252 3.69127
H 0.94058 1.82716 4.50693
H 0.35356 3.42769 4.65494
O 1.51164 -1.96629 6.20411
S 0.45056 -1.78156 5.24488
O 0.65281 -0.89538 4.11531
O 0.14560 -3.25675 4.78593
C -0.22927 -3.46820 3.37999
C -1.50575 -2.81262 2.91787
C -1.06946 -1.32880 6.22427
H -0.20286 -4.54567 3.21734
H 0.62130 -3.10865 2.80090
H -1.89862 -3.14971 1.95864
H -1.38763 -1.72908 2.90772
H -2.33356 -2.85930 3.62543
H -1.17452 -0.24390 6.23109
H -0.91269 -1.77756 7.20515
H -1.85157 -1.74290 5.58794
O 0.06333 0.10825 -1.36020
S -0.47177 1.31958 -2.03025
O -0.95296 1.20307 -3.41506
O -1.57470 2.01917 -1.08003
C -2.66418 2.71326 -1.61340
C -3.50296 3.50611 -0.56250
C 0.88093 2.55185 -1.93137
H -3.48797 2.09047 -1.96211
H -2.55686 3.43393 -2.42408
H -3.53519 2.81352 0.27856
H -4.49488 3.68463 -0.97761
H -2.97830 4.40200 -0.23049
H 1.56109 2.26148 -2.73210
H 1.38389 2.63752 -0.96814
H 0.36980 3.51028 -2.02226
O 0.72544 -1.78232 -3.01270
S 0.77175 -1.74593 -4.48261
O 1.06290 -2.92868 -5.28137
O -0.78442 -1.21571 -4.87839
C -1.16948 -0.86598 -6.21046
C -2.50342 -1.60096 -6.46786
C 1.82019 -0.30713 -5.11572
H -0.45559 -0.97712 -7.02662
H -1.50552 0.16704 -6.30010
H -2.75521 -1.43404 -7.51516
H -3.31238 -1.21641 -5.84672
H -2.43560 -2.67252 -6.28010
H 2.67621 -0.72307 -5.64706
H 2.09453 0.37768 -4.31329
H 1.33452 0.25497 -5.91337
O 2.68680 -0.96698 -1.09285
S 3.89942 -0.40830 -0.53643
O 4.28719 0.92609 -0.88872
O 3.81304 -0.68585 1.10104
C 3.62694 0.44255 1.99310
C 3.66579 0.03404 3.41151
C 5.21014 -1.51595 -0.99697
H 2.70682 0.93952 1.68565
H 4.42468 1.16953 1.84082
H 2.89896 0.63395 3.90158
H 4.64776 0.36347 3.75108
H 3.52643 -1.02611 3.62310
H 5.77170 -1.32774 -1.91203
H 4.88093 -2.55464 -1.02603
H 5.93190 -1.53843 -0.18048
*
```